C42H41Cl5N6O9S4Sc | ωB97M-V/def2-TZVPD

Calculated values
relative energy (zero: lowest compared OMol25 entry of this formula, charge and spin): 4.047 eV
HOMO: -10.9 eV
charge: +1
HOMO-LUMO gap: 8.49 eV
LUMO energy: -2.40 eV

Element x y z (Å)
Sc  -0.37  0.55  -0.13
Cl  2.43  1.73  1.79
C  1.04  2.80  1.84
C  -0.07  2.49  1.07
C  -1.09  3.43  1.12
Cl  -2.50  3.16  0.10
C  -1.07  4.58  1.90
Cl  -2.38  5.68  1.92
C  0.06  4.82  2.69
Cl  0.13  6.22  3.68
C  1.13  3.93  2.65
Cl  2.53  4.24  3.59
O  -1.63  0.73  -1.78
S  -1.98  0.15  -3.15
C  -3.70  0.67  -3.34
C  -4.75  0.03  -2.43
C  -4.60  0.39  -0.93
C  -4.27  -0.82  -0.06
S  -3.44  -0.28  1.44
O  -2.00  -0.07  1.00
C  -3.42  -1.81  2.33
C  -4.53  -2.13  3.09
C  -4.53  -3.32  3.80
C  -3.41  -4.15  3.77
C  -2.29  -3.80  3.02
C  -2.29  -2.62  2.29
C  -2.23  -1.62  -2.98
C  -1.46  -2.31  -2.13
C  -0.39  -4.57  -2.35
C  -1.48  -4.26  -4.23
C  -2.50  -3.29  -4.75
C  -2.94  -2.19  -4.13
H  -3.94  0.51  -4.40
H  -3.63  1.75  -3.19
H  -4.76  -1.05  -2.57
H  -5.71  0.39  -2.79
H  -5.52  0.84  -0.56
H  -3.82  1.14  -0.81
H  -3.58  -1.53  -0.52
H  -5.16  -1.37  0.26
H  -5.39  -1.47  3.14
H  -5.39  -3.59  4.40
H  -3.41  -5.07  4.34
H  -1.42  -4.44  2.99
H  -1.44  -2.32  1.70
H  0.12  -2.26  -0.86
H  0.23  -5.17  -1.70
H  -1.37  -5.06  -4.95
H  -3.04  -3.60  -5.64
H  -3.77  -1.65  -4.57
C  3.37  -0.02  -7.59
C  4.39  0.17  -6.48
S  3.62  0.92  -5.07
O  3.22  2.26  -5.42
O  2.63  0.00  -4.55
C  4.91  1.03  -3.86
C  4.59  2.08  -2.79
N  3.20  2.08  -2.33
C  2.62  1.12  -1.57
N  1.31  1.35  -1.45
C  1.04  2.50  -2.15
C  2.19  2.94  -2.70
N  2.35  4.17  -3.44
O  3.47  4.64  -3.52
O  1.35  4.62  -3.95
C  3.37  0.00  -0.93
H  3.85  -0.48  -8.45
H  2.95  0.93  -7.90
H  2.56  -0.68  -7.26
H  5.20  0.84  -6.78
H  4.81  -0.78  -6.14
H  5.83  1.33  -4.37
H  5.05  0.03  -3.46
H  4.79  3.07  -3.17
H  5.23  1.91  -1.92
H  0.06  2.94  -2.21
H  4.15  -0.37  -1.59
H  2.69  -0.81  -0.69
H  3.83  0.34  0.00
N  -2.02  -4.02  -0.47
C  -1.55  -3.77  -1.81
C  -1.80  -4.82  -2.85
C  0.01  -3.95  -3.69
C  0.72  -2.61  -3.69
C  0.67  -1.68  -2.75
N  -0.28  -1.72  -1.63
H  -2.62  -4.84  -0.42
H  -1.27  -4.14  0.20
H  -2.46  -5.65  -2.65
H  0.65  -4.64  -4.23
H  1.39  -2.42  -4.52
H  1.29  -0.80  -2.82
O  0.56  -4.95  2.18
S  1.64  -4.01  2.27
O  2.99  -4.48  2.32
N  1.45  -2.91  1.04
C  1.09  -1.76  1.52
O  0.72  -0.82  0.73
C  1.00  -1.64  3.00
C  0.63  -0.56  3.77
C  0.59  -0.74  5.15
C  0.90  -1.97  5.72
C  1.27  -3.06  4.94
C  1.31  -2.86  3.58
H  0.38  0.39  3.32
H  0.30  0.09  5.79
H  0.86  -2.07  6.80
H  1.51  -4.01  5.38